[1]
{"formula": "C17H18FN3O3S2", "method": "ωB97M-V with the def2-TZVPD basis set", "orbital_gap_ev": 8.1, "smiles": "COCCn1c(SCC(=O)Nc2cccc(F)c2)nc2c(c1=O)SCC2", "charge": 0, "species": ["C", "H", "O", "C", "C", "N", "C", "N", "C", "C", "C", "O", "S", "C", "H", "C", "H", "H", "H", "S", "C", "H", "C", "O", "N", "C", "C", "C", "C", "C", "C", "H", "F", "H", "H", "H", "H", "H", "H", "H", "H", "H", "H", "H"], "positions_angstrom": [[-6.172, -0.501, -1.357], [-7.000, -1.119, -1.700], [-5.064, -1.364, -1.234], [-3.840, -0.718, -1.024], [-3.692, -0.150, 0.402], [-2.367, 0.400, 0.592], [-1.332, -0.366, 1.005], [-0.111, 0.056, 1.150], [0.142, 1.338, 0.829], [-0.832, 2.193, 0.399], [-2.191, 1.760, 0.233], [-3.133, 2.414, -0.158], [-0.272, 3.806, 0.041], [1.379, 3.430, 0.776], [2.135, 3.888, 0.145], [1.525, 1.913, 0.872], [2.044, 1.621, 1.786], [2.090, 1.515, 0.024], [1.398, 3.901, 1.758], [-1.633, -2.051, 1.370], [0.092, -2.571, 1.590], [0.457, -2.185, 2.539], [0.914, -2.091, 0.394], [0.483, -2.124, -0.732], [2.172, -1.707, 0.748], [3.152, -1.124, -0.058], [3.021, -0.985, -1.438], [4.027, -0.380, -2.170], [5.176, 0.091, -1.558], [5.291, -0.061, -0.188], [4.305, -0.656, 0.572], [4.439, -0.751, 1.639], [6.398, 0.391, 0.437], [5.967, 0.563, -2.117], [3.912, -0.276, -3.238], [2.131, -1.345, -1.925], [2.391, -1.702, 1.734], [0.062, -3.661, 1.608], [-4.397, 0.673, 0.548], [-3.875, -0.936, 1.138], [-3.072, -1.478, -1.193], [-3.701, 0.102, -1.745], [-5.977, 0.289, -2.091], [-6.442, -0.039, -0.402]], "forces_ev_per_angstrom": [[-0.047, 0.025, -0.003], [-0.045, 0.093, 0.015], [-0.036, -0.171, 0.108], [0.283, 0.102, 0.078], [-0.654, -0.247, -0.325], [0.192, 0.069, -0.067], [0.579, 0.076, 0.255], [-0.258, -0.233, 0.262], [-0.678, 0.587, -0.226], [0.481, -0.102, 0.174], [0.382, -0.119, 0.189], [-0.195, 0.251, -0.164], [0.121, 0.212, -0.149], [-0.333, 0.276, -0.010], [0.030, -0.006, 0.055], [-0.027, -0.025, -0.086], [0.033, -0.060, -0.024], [0.020, -0.031, 0.021], [0.084, -0.059, -0.024], [-0.100, -0.503, 0.109], [-0.528, 0.351, -0.126], [0.091, -0.056, -0.058], [0.113, -0.322, 0.277], [0.031, -0.066, -0.220], [0.430, -0.192, 0.271], [0.205, 0.089, -0.311], [-0.293, -0.101, -0.108], [0.124, 0.040, 0.207], [0.157, 0.067, 0.099], [-0.174, -0.054, -0.060], [0.122, 0.063, -0.060], [0.041, 0.002, 0.133], [-0.092, -0.044, -0.053], [0.105, 0.056, -0.036], [-0.016, 0.007, -0.099], [-0.010, -0.014, -0.004], [-0.207, 0.010, -0.156], [-0.001, 0.012, 0.001], [0.105, -0.203, 0.090], [-0.041, 0.121, -0.028], [0.015, 0.156, 0.010], [0.028, -0.074, 0.067], [-0.014, -0.003, 0.006], [-0.022, 0.016, -0.031]], "nbo_charge": [-0.252, 0.195, -0.528, -0.070, -0.262, -0.416, 0.334, -0.554, 0.244, -0.340, 0.635, -0.608, 0.277, -0.501, 0.230, -0.456, 0.229, 0.237, 0.215, 0.303, -0.613, 0.231, 0.712, -0.606, -0.604, 0.182, -0.270, -0.166, -0.313, 0.421, -0.334, 0.222, -0.324, 0.232, 0.221, 0.261, 0.399, 0.257, 0.248, 0.216, 0.201, 0.177, 0.172, 0.164]}


[2]
{"formula": "C17H18FNOS", "method": "ωB97M-V with the def2-TZVPD basis set", "orbital_gap_ev": 9.2, "e_above_lowest_kcal_mol": 5.5, "smiles": "Cc1ccc(CNC(=O)CSCc2cccc(F)c2)cc1", "charge": 0, "species": ["C", "C", "C", "C", "C", "C", "C", "H", "H", "C", "N", "C", "O", "C", "H", "H", "S", "C", "C", "C", "C", "C", "C", "C", "H", "F", "H", "H", "H", "H", "H", "H", "H", "H", "H", "H", "H", "H", "H"], "positions_angstrom": [[-4.721, -1.625, 1.348], [-3.762, -0.894, 0.459], [-4.172, 0.184, -0.313], [-3.276, 0.856, -1.128], [-1.951, 0.455, -1.195], [-1.536, -0.625, -0.426], [-2.429, -1.289, 0.391], [-2.096, -2.128, 0.985], [-0.504, -0.937, -0.478], [-0.946, 1.195, -2.036], [-0.030, 1.944, -1.198], [1.292, 1.692, -1.140], [1.861, 0.873, -1.829], [2.021, 2.578, -0.140], [1.806, 3.628, -0.338], [3.093, 2.403, -0.195], [1.462, 2.254, 1.567], [2.702, 1.011, 2.098], [2.761, -0.157, 1.171], [1.719, -1.077, 1.132], [1.758, -2.146, 0.256], [2.833, -2.313, -0.600], [3.862, -1.393, -0.550], [3.845, -0.320, 0.321], [4.675, 0.370, 0.326], [4.927, -1.553, -1.359], [2.879, -3.134, -1.297], [0.946, -2.858, 0.236], [0.871, -0.941, 1.789], [2.370, 0.720, 3.094], [3.662, 1.523, 2.168], [-0.437, 2.568, -0.518], [-1.452, 1.884, -2.721], [-0.331, 0.500, -2.614], [-3.615, 1.694, -1.719], [-5.203, 0.506, -0.276], [-5.715, -1.187, 1.294], [-4.787, -2.672, 1.054], [-4.382, -1.591, 2.382]], "forces_ev_per_angstrom": [[0.026, -0.026, 0.006], [-0.071, 0.083, -0.039], [-0.045, -0.098, 0.114], [0.190, -0.017, -0.086], [-0.092, 0.075, -0.112], [-0.046, -0.008, -0.017], [0.034, 0.055, -0.057], [0.046, -0.113, 0.070], [0.119, -0.030, 0.007], [0.022, -0.024, -0.065], [-0.454, 0.223, -0.131], [0.316, 0.343, 0.160], [0.137, -0.216, -0.253], [-0.070, -0.226, 0.421], [0.064, -0.012, -0.034], [-0.043, 0.045, -0.147], [0.175, 0.102, 0.143], [-0.264, 0.469, -0.186], [0.152, -0.255, -0.069], [0.008, -0.007, 0.045], [0.000, 0.075, 0.088], [0.259, 0.081, -0.144], [-0.135, -0.092, 0.135], [-0.003, -0.137, 0.007], [0.087, 0.072, -0.009], [-0.074, 0.032, -0.008], [0.038, -0.082, -0.076], [-0.070, -0.072, -0.010], [-0.101, 0.008, 0.058], [0.079, 0.018, 0.020], [0.010, -0.133, 0.083], [0.098, -0.107, -0.014], [0.037, -0.153, -0.001], [-0.110, 0.133, 0.007], [-0.020, 0.092, -0.076], [-0.108, 0.014, 0.023], [-0.079, -0.012, 0.035], [-0.065, -0.072, 0.032], [-0.047, -0.027, 0.083]], "nbo_charge": [-0.627, -0.033, -0.215, -0.197, -0.048, -0.210, -0.155, 0.197, 0.220, -0.246, -0.609, 0.670, -0.623, -0.627, 0.242, 0.245, 0.187, -0.527, -0.019, -0.239, -0.179, -0.281, 0.419, -0.275, 0.224, -0.323, 0.230, 0.214, 0.218, 0.240, 0.222, 0.396, 0.197, 0.245, 0.207, 0.208, 0.214, 0.219, 0.219]}


[3]
{"formula": "C17H18N2O4S", "method": "ωB97M-V with the def2-TZVPD basis set", "orbital_gap_ev": 8.7, "e_above_lowest_kcal_mol": 82.5, "smiles": "COc1ccc(OC)c(C2=NO[C@H](C(=O)NCc3cccs3)C2)c1", "charge": 0, "species": ["C", "H", "O", "C", "C", "C", "C", "C", "C", "H", "H", "O", "C", "H", "H", "H", "C", "N", "O", "C", "H", "C", "H", "H", "C", "O", "N", "H", "C", "C", "C", "C", "C", "S", "H", "H", "H", "H", "H", "H", "H", "H"], "positions_angstrom": [[-4.514, -3.733, -0.494], [-4.454, -4.709, -0.973], [-3.372, -3.031, -0.919], [-3.189, -1.757, -0.468], [-2.047, -1.105, -0.919], [-1.743, 0.196, -0.534], [-2.620, 0.874, 0.338], [-3.757, 0.215, 0.784], [-4.045, -1.083, 0.393], [-4.942, -1.546, 0.771], [-4.446, 0.708, 1.451], [-2.302, 2.153, 0.688], [-3.144, 2.847, 1.576], [-4.147, 2.985, 1.158], [-3.218, 2.340, 2.543], [-2.677, 3.821, 1.717], [-0.527, 0.799, -1.048], [0.193, 0.199, -1.917], [1.288, 0.944, -2.260], [1.356, 2.119, -1.432], [1.501, 2.983, -2.090], [0.034, 2.146, -0.662], [0.208, 2.237, 0.410], [-0.633, 2.950, -0.972], [2.562, 2.031, -0.481], [2.580, 2.603, 0.588], [3.575, 1.303, -0.979], [3.396, 0.769, -1.818], [4.754, 0.979, -0.200], [4.698, -0.428, 0.299], [3.865, -0.941, 1.245], [4.036, -2.330, 1.436], [4.993, -2.853, 0.630], [5.704, -1.663, -0.384], [5.332, -3.868, 0.566], [3.471, -2.909, 2.145], [3.157, -0.340, 1.787], [5.645, 1.131, -0.815], [4.765, 1.680, 0.641], [-1.375, -1.618, -1.587], [-4.526, -3.865, 0.593], [-5.436, -3.233, -0.809]], "forces_ev_per_angstrom": [[-0.141, -0.089, 0.054], [-0.054, 0.054, 0.060], [0.237, 0.138, -0.092], [0.018, 0.200, 0.068], [-0.200, 0.052, 0.160], [-0.668, -0.379, 0.258], [-0.024, -0.289, -0.128], [0.109, 0.321, 0.082], [0.038, -0.323, -0.171], [-0.067, -0.075, 0.012], [-0.030, 0.075, 0.051], [0.132, -0.169, -0.179], [-0.110, 0.112, 0.128], [0.035, -0.028, 0.019], [-0.008, 0.002, -0.042], [-0.079, -0.049, 0.030], [0.886, 0.636, -0.267], [-0.699, -0.560, 0.258], [0.430, 0.483, -0.335], [-0.190, 0.160, 0.422], [-0.022, -0.104, 0.109], [0.255, 0.011, -0.194], [-0.049, 0.057, -0.105], [0.049, -0.030, 0.044], [-0.227, -0.141, -0.493], [-0.038, 0.211, 0.341], [0.287, -0.121, -0.348], [-0.082, 0.025, 0.148], [-0.051, 0.181, 0.066], [0.297, -0.292, -0.089], [0.157, 0.189, -0.117], [0.041, -0.163, -0.018], [0.240, 0.074, -0.287], [-0.458, 0.148, 0.447], [0.027, -0.229, 0.039], [-0.074, -0.133, 0.111], [-0.142, 0.164, 0.089], [-0.047, 0.078, 0.129], [0.125, -0.104, -0.169], [0.077, -0.105, -0.082], [-0.008, 0.020, -0.036], [0.031, -0.008, 0.024]], "nbo_charge": [-0.251, 0.202, -0.490, 0.274, -0.186, -0.120, 0.291, -0.233, -0.293, 0.219, 0.211, -0.505, -0.250, 0.177, 0.178, 0.203, 0.197, -0.094, -0.375, -0.023, 0.215, -0.469, 0.263, 0.238, 0.657, -0.632, -0.599, 0.418, -0.263, -0.213, -0.255, -0.247, -0.415, 0.430, 0.235, 0.225, 0.232, 0.209, 0.250, 0.246, 0.174, 0.174]}


[4]
{"formula": "C17H18N2O6P2Pt", "method": "ωB97M-V with the def2-TZVPD basis set", "orbital_gap_ev": [7.8, 5.2], "e_above_lowest_kcal_mol": 0.0, "charge": 2, "spin_multiplicity": 5, "species": ["Pt", "C", "C", "C", "C", "C", "C", "C", "C", "C", "C", "C", "C", "C", "C", "C", "N", "H", "H", "H", "H", "H", "H", "H", "H", "H", "H", "N", "C", "C", "P", "O", "O", "O", "P", "O", "O", "O", "H", "H", "H", "H", "H", "H", "H", "H"], "positions_angstrom": [[0.271, -0.458, -0.814], [4.493, -1.181, -1.033], [4.945, -1.039, 0.288], [4.044, -0.866, 1.298], [2.649, -0.824, 1.016], [2.208, -0.911, -0.338], [3.133, -1.106, -1.342], [1.673, -0.783, 2.052], [2.037, -0.834, 3.433], [1.074, -0.819, 4.377], [-0.294, -0.783, 3.989], [-1.329, -0.785, 4.914], [-2.643, -0.792, 4.483], [-2.960, -0.805, 3.101], [-1.976, -0.788, 2.165], [-0.602, -0.765, 2.579], [0.362, -0.749, 1.662], [5.214, -1.317, -1.830], [6.005, -1.071, 0.502], [4.405, -0.773, 2.311], [2.814, -1.177, -2.373], [3.074, -0.892, 3.717], [1.326, -0.852, 5.429], [-1.097, -0.794, 5.972], [-3.443, -0.796, 5.212], [-3.997, -0.833, 2.795], [-2.200, -0.791, 1.109], [-2.620, 2.206, -2.270], [-1.613, 1.315, -2.991], [-1.736, 1.463, -4.501], [-1.934, -0.401, -2.364], [-3.351, -0.667, -3.000], [-0.803, -1.332, -2.721], [-2.015, -0.233, -0.856], [0.052, 1.777, -2.329], [0.202, 3.241, -2.891], [1.083, 0.784, -2.764], [-0.131, 1.760, -0.806], [-3.578, 1.879, -2.419], [-2.557, 3.171, -2.603], [-2.420, 2.181, -1.262], [-2.744, 1.223, -4.842], [-1.046, 0.769, -4.983], [-1.474, 2.471, -4.821], [-3.602, -1.580, -3.201], [1.103, 3.558, -3.051]], "forces_ev_per_angstrom": [[-0.155, -0.362, 0.243], [0.013, -0.003, 0.021], [0.074, -0.027, -0.159], [-0.198, -0.041, 0.057], [0.016, -0.122, -0.080], [0.228, 0.408, -0.377], [0.064, -0.068, 0.050], [-0.134, -0.040, 0.056], [-0.028, 0.039, -0.180], [-0.149, 0.002, 0.080], [0.113, -0.015, -0.073], [-0.146, -0.012, 0.049], [-0.031, 0.003, -0.025], [-0.028, -0.006, 0.110], [0.101, 0.026, 0.002], [0.008, -0.011, 0.017], [0.253, 0.101, 0.089], [-0.018, -0.025, 0.006], [-0.004, -0.002, -0.011], [0.008, 0.008, 0.001], [0.013, 0.051, -0.021], [-0.008, 0.021, 0.000], [-0.023, 0.009, -0.005], [-0.017, 0.002, -0.019], [0.016, -0.011, -0.024], [0.011, 0.010, 0.031], [0.025, 0.000, 0.026], [0.079, -0.036, -0.101], [0.022, -0.057, -0.053], [-0.024, -0.002, 0.041], [-0.346, 0.220, 0.456], [0.180, -0.202, -0.228], [0.071, 0.158, 0.111], [-0.155, -0.007, -0.231], [0.108, 0.115, 0.094], [0.015, -0.097, -0.008], [0.048, -0.057, 0.034], [0.066, -0.037, -0.061], [-0.037, -0.002, -0.051], [0.027, 0.036, 0.002], [0.012, -0.042, 0.046], [0.006, -0.008, 0.007], [0.005, 0.009, 0.023], [-0.016, 0.000, 0.003], [-0.039, 0.014, 0.024], [-0.028, 0.059, 0.031]], "lowdin_spin": [1.845, 0.146, 0.030, 0.066, 0.135, 0.247, 0.050, 0.055, 0.036, -0.024, 0.082, 0.004, 0.166, -0.003, 0.092, 0.089, 0.265, 0.007, 0.000, 0.002, 0.003, 0.002, -0.002, -0.001, 0.007, -0.002, 0.003, 0.000, -0.004, 0.000, 0.015, 0.012, 0.206, 0.057, 0.018, 0.017, 0.169, 0.212, 0.000, 0.000, 0.001, 0.000, 0.000, 0.000, 0.000, 0.000]}


[5]
{"formula": "C17H18N2O7", "method": "ωB97M-V with the def2-TZVPD basis set", "orbital_gap_ev": 8.5, "smiles": "O=c1ccc2c(O)c3ccoc3cc2o1.CNC(=O)[C@H](CO)NC(C)=O", "charge": 0, "species": ["O", "O", "O", "O", "O", "O", "O", "C", "C", "C", "C", "C", "C", "C", "C", "C", "C", "C", "C", "C", "N", "N", "C", "C", "C", "C", "H", "H", "H", "H", "H", "H", "H", "H", "H", "H", "H", "H", "H", "H", "H", "H", "H", "H"], "positions_angstrom": [[-4.036, 3.019, 6.419], [4.389, -2.082, 0.639], [0.913, -2.793, -3.511], [-4.187, 1.755, -0.597], [-4.225, 2.616, 4.175], [-0.213, 3.017, 1.457], [-0.149, -0.493, -2.466], [-3.537, 2.952, 5.303], [3.674, -1.835, -0.316], [1.511, -2.982, -2.454], [-3.157, 1.778, -1.506], [-2.114, 3.264, 5.251], [-1.980, 2.149, -0.908], [-1.435, 3.215, 4.061], [-4.277, 2.202, 1.841], [-3.640, 2.107, 0.607], [-3.549, 2.559, 2.979], [-1.542, 2.748, 1.608], [-2.284, 2.371, 0.488], [-2.172, 2.839, 2.860], [2.353, -4.012, -2.291], [2.362, -2.067, -0.227], [4.293, -1.267, -1.579], [2.667, -4.994, -3.327], [1.034, -0.564, -1.701], [1.317, -2.012, -1.269], [-0.009, 2.975, 0.510], [-0.056, -1.138, -3.188], [-3.264, 1.521, -2.556], [-1.615, 3.535, 6.174], [-1.016, 2.227, -1.402], [-0.373, 3.447, 4.011], [-5.337, 1.990, 1.919], [2.807, -4.107, -1.395], [2.069, -2.367, 0.691], [5.376, -1.369, -1.512], [4.045, -0.210, -1.651], [3.947, -1.796, -2.461], [2.937, -4.483, -4.253], [3.500, -5.623, -3.011], [1.793, -5.620, -3.517], [1.861, -0.182, -2.297], [0.916, 0.063, -0.816], [0.402, -2.353, -0.783]], "forces_ev_per_angstrom": [[-0.895, -0.498, -1.868], [0.123, 0.003, 0.300], [0.076, 0.029, 0.260], [0.091, -0.018, 0.047], [0.363, 0.107, 0.128], [-0.081, 0.029, 0.204], [-0.250, 0.206, 0.155], [0.648, 0.601, 2.798], [1.952, 0.209, 0.043], [0.052, 0.409, -0.601], [2.007, 0.578, 0.720], [1.435, -0.108, -2.643], [-0.668, -0.251, -0.501], [-1.049, -0.016, 1.300], [-0.975, -0.164, 0.288], [0.124, 0.203, 0.831], [0.047, -0.299, -1.633], [-0.492, -0.149, -0.362], [0.076, -0.077, -0.399], [0.909, 0.246, 0.302], [0.522, -0.303, 0.606], [-2.089, -0.446, -0.674], [-0.202, -0.175, 0.110], [-0.371, 0.261, -0.071], [-0.168, -0.462, -0.835], [0.491, 0.101, 0.731], [-0.004, 0.040, 0.363], [0.089, -0.006, 0.120], [-0.705, -0.044, 0.497], [-0.332, -0.085, -0.060], [-0.312, -0.088, -0.027], [-0.222, -0.073, -0.112], [0.052, 0.023, 0.118], [-0.074, 0.042, -0.099], [0.100, -0.037, -0.029], [-0.174, -0.025, 0.134], [-0.036, 0.062, -0.148], [-0.123, 0.120, -0.236], [-0.060, -0.050, 0.079], [-0.140, 0.186, 0.106], [0.099, -0.010, -0.085], [0.282, 0.089, 0.071], [-0.036, -0.117, 0.022], [-0.083, -0.043, 0.048]], "nbo_charge": [-0.565, -0.619, -0.655, -0.409, -0.445, -0.669, -0.737, 0.727, 0.666, 0.664, 0.126, -0.317, -0.307, -0.117, -0.316, 0.328, 0.344, 0.434, -0.228, -0.240, -0.600, -0.628, -0.720, -0.415, -0.057, -0.164, 0.487, 0.501, 0.222, 0.240, 0.227, 0.233, 0.242, 0.410, 0.416, 0.250, 0.234, 0.222, 0.217, 0.214, 0.210, 0.165, 0.185, 0.241]}